This record from OMol25 describes a structure of composition C18H52BaF6O14 at a distorted geometry. The level of theory is ωB97M-V with the def2-TZVPD basis set.

Each line ends with the Mulliken charge.
Positions of all 91 atoms, in Å:
1 Ba 26.225 4.079 28.821  1.69
2 C 21.307 2.371 26.856  0.08
3 O 20.139 3.159 27.140  -0.10
4 O 22.122 2.430 28.031  -1.00
5 C 20.804 0.915 26.426  0.62
6 F 20.087 0.884 25.327  -0.26
7 F 21.856 0.122 26.184  -0.31
8 F 20.098 0.263 27.351  -0.27
9 C 19.891 4.290 26.324  0.26
10 C 18.870 5.059 27.131  -1.22
11 H 19.289 5.355 28.092  0.27
12 H 18.497 5.944 26.615  0.41
13 H 18.012 4.402 27.275  0.17
14 H 19.559 4.032 25.318  0.29
15 H 20.698 5.016 26.229  -0.04
16 H 21.821 2.725 25.963  0.18
17 C 24.894 6.549 25.239  -0.35
18 O 24.221 6.485 26.506  -0.19
19 O 26.126 5.868 25.497  -0.81
20 C 23.967 6.258 24.033  0.89
21 F 24.473 6.772 22.916  -0.29
22 F 23.868 4.954 23.785  -0.25
23 F 22.731 6.764 24.173  -0.24
24 C 23.549 7.731 26.958  -0.10
25 C 22.758 7.428 28.189  -1.13
26 H 22.380 6.405 28.204  0.26
27 H 23.419 7.548 29.047  0.25
28 H 21.909 8.102 28.304  0.36
29 H 22.776 8.093 26.279  0.20
30 H 24.246 8.532 27.205  0.35
31 H 25.170 7.602 25.180  0.23
32 C 18.973 2.336 31.466  -0.49
33 O 19.880 3.442 31.256  -0.54
34 H 18.109 2.603 30.858  0.17
35 H 19.358 1.387 31.092  0.25
36 H 18.622 2.268 32.495  0.27
37 H 20.289 3.266 30.406  0.33
38 C 16.520 9.889 30.635  -0.49
39 O 16.045 8.899 31.567  -0.50
40 H 15.831 10.732 30.586  0.23
41 H 17.517 10.242 30.899  0.23
42 H 16.623 9.447 29.643  0.24
43 H 16.761 8.306 31.803  0.29
44 C 14.143 4.782 30.519  -0.39
45 O 13.250 4.012 29.738  -0.51
46 H 13.712 4.891 31.514  0.26
47 H 15.140 4.348 30.588  0.11
48 H 14.291 5.780 30.105  0.25
49 H 12.422 4.460 29.551  0.29
50 C 22.843 -2.216 30.258  -0.56
51 O 22.526 -1.108 31.100  -0.49
52 H 23.433 -1.779 29.453  0.26
53 H 23.441 -2.917 30.841  0.26
54 H 22.029 -2.710 29.728  0.22
55 H 22.584 -0.307 30.573  0.32
56 C 19.938 3.498 20.983  -0.31
57 O 19.003 4.410 20.435  -0.52
58 H 19.485 2.854 21.736  0.16
59 H 20.407 2.862 20.233  0.26
60 H 20.704 4.106 21.464  0.11
61 H 19.491 5.029 19.887  0.30
62 C 24.641 4.446 33.629  -0.52
63 O 24.156 4.203 32.315  -0.45
64 H 24.627 3.500 34.172  0.25
65 H 25.609 4.941 33.565  0.18
66 H 24.009 5.147 34.174  0.25
67 H 23.298 3.786 32.414  0.30
68 C 17.952 -3.172 31.804  -0.55
69 O 18.946 -3.465 32.769  -0.48
70 H 18.209 -2.411 31.067  0.22
71 H 17.790 -4.068 31.205  0.26
72 H 16.967 -2.908 32.190  0.26
73 H 19.610 -3.943 32.268  0.29
74 C 18.893 9.626 23.245  -0.35
75 O 19.043 10.969 22.813  -0.53
76 H 19.891 9.191 23.284  0.11
77 H 18.507 9.617 24.265  0.25
78 H 18.234 9.063 22.584  0.22
79 H 18.521 11.557 23.363  0.31
80 C 15.927 1.391 26.648  -0.46
81 O 14.597 1.813 26.659  -0.53
82 H 15.878 0.355 26.982  0.33
83 H 16.362 1.460 25.650  0.23
84 H 16.605 1.854 27.365  0.13
85 H 14.387 2.174 27.524  0.30
86 C 15.119 5.792 23.584  -0.45
87 O 14.612 6.939 24.314  -0.52
88 H 16.183 5.715 23.812  0.14
89 H 14.613 4.833 23.688  0.30
90 H 15.041 6.067 22.532  0.24
91 H 13.791 6.725 24.763  0.29

Force components x, y, z for each atom (eV/Å):
-1.674 0.716 -1.736
1.050 0.033 3.068
0.407 -0.430 -1.025
-0.965 -0.772 -2.518
1.139 0.704 1.732
-0.954 0.627 -1.356
1.022 -0.248 -0.195
-0.528 0.117 0.775
-0.275 0.601 0.880
-0.943 -0.096 -0.467
-0.017 -0.123 -0.017
0.125 0.122 -0.105
-0.121 0.081 0.337
-0.189 -0.159 -0.059
0.955 -0.556 -0.111
0.062 0.327 -0.301
3.628 0.301 2.853
-2.053 1.308 0.909
-2.351 -0.106 -1.018
0.964 -1.118 0.386
0.355 0.763 -0.395
-0.512 -0.701 0.253
-0.051 0.039 0.245
-0.449 -1.280 -0.668
0.275 -0.507 1.053
-0.084 -0.027 -0.209
-0.177 -0.061 0.443
0.102 0.056 0.047
0.629 -0.083 -0.846
0.408 -0.069 -0.528
-0.168 0.494 -0.796
-0.450 0.989 -0.966
0.136 -0.755 0.811
-0.411 -0.452 0.016
0.198 -0.003 0.267
0.508 0.101 0.055
0.202 0.093 -0.392
0.352 -0.794 0.092
-0.169 0.695 -0.229
-0.050 -0.232 0.218
-0.020 0.217 0.233
-0.206 0.023 -0.185
0.088 0.065 -0.139
-0.605 0.819 0.258
0.494 -0.903 -0.562
0.315 0.083 0.267
-0.322 -0.505 -0.173
-0.053 0.149 -0.081
0.226 0.316 0.242
0.844 1.034 -0.523
-0.451 -0.348 0.301
0.474 -0.550 -0.199
-0.140 -0.095 -0.139
-0.525 0.046 0.568
-0.264 -0.002 -0.111
0.588 0.486 0.232
-0.588 -0.280 -0.159
-0.298 0.229 -0.133
-0.027 -0.051 -0.160
0.357 -0.380 0.256
-0.031 0.004 -0.003
-0.419 0.147 0.208
0.379 0.195 -0.444
0.576 0.122 0.242
0.155 -0.483 -0.013
-0.241 0.039 -0.050
-0.271 -0.035 -0.295
-0.486 -0.651 -1.101
-0.296 0.424 -0.018
0.422 0.385 0.263
-0.248 -0.196 -0.128
0.361 0.033 0.709
0.251 0.022 0.280
0.216 0.336 0.513
0.061 0.374 -0.294
-0.089 -0.233 -0.189
-0.179 -0.288 0.011
0.037 -0.049 0.019
-0.046 -0.161 -0.059
0.506 -1.315 0.557
-0.718 1.121 -0.172
0.609 -0.445 -0.368
-0.175 0.027 0.038
-0.139 0.619 -0.055
-0.080 0.067 0.040
0.108 1.172 -0.534
0.029 -0.764 0.054
-0.103 -0.269 0.141
-0.135 0.199 0.595
0.088 -0.169 -0.174
0.044 -0.177 -0.067

Its calculated total energy is -65161.473 eV. The value obtained for the energy above the lowest of the compared OMol25 structures with the same formula, charge and spin is 0.0 kcal/mol. The calculation puts the largest force on an atom at 4.626 eV/A. The calculation puts the frontier orbital gap at 3.73 eV.

This record from OMol25 describes a cluster of 2 separate species, C5H14N2 in total at a distorted geometry. The level of theory is ωB97M-V with the def2-TZVPD basis set.

Each line ends with the Mulliken charge.
Positions of all 21 atoms, in Å:
1 C -1.241 -1.175 1.338  -1.53
2 C -0.944 -0.104 0.313  0.81
3 N -1.849 -0.029 -0.797  -0.64
4 C -0.322 1.062 0.727  -0.70
5 N -0.567 2.300 0.092  -0.57
6 H -1.146 -2.163 0.875  0.34
7 H -2.250 -1.078 1.744  0.38
8 H -0.533 -1.133 2.167  0.37
9 H -2.311 -0.908 -0.987  0.25
10 H -2.546 0.696 -0.702  0.21
11 H 0.006 1.144 1.755  0.38
12 H -0.772 2.174 -0.892  0.25
13 H 0.182 2.965 0.221  0.27
14 C 2.215 0.097 -0.523  -0.46
15 C 1.492 -1.090 -1.023  -0.48
16 H 3.152 -0.140 -0.024  0.32
17 H 1.462 0.653 0.197  0.02
18 H 2.378 0.857 -1.288  0.23
19 H 1.697 -2.002 -0.464  0.23
20 H 1.585 -1.259 -2.091  0.33
21 H 0.312 -0.865 -0.639  0.02

Force components x, y, z for each atom (eV/Å):
0.718 -0.305 -0.429
-1.048 2.336 1.642
0.530 -0.140 -0.165
-2.196 -1.027 -0.281
0.379 -0.494 -0.126
-0.092 -0.082 0.144
-0.016 0.080 -0.113
0.019 -0.013 -0.011
0.130 0.052 -0.003
-0.034 0.120 0.142
0.345 -0.152 -0.124
0.051 0.096 -0.012
-0.007 0.040 -0.085
-0.760 1.633 1.104
-3.015 -0.207 1.055
-0.014 0.248 0.145
1.845 -1.020 -0.798
0.265 -0.166 -0.186
0.396 -0.080 -0.144
-0.315 -0.090 -0.031
2.819 -0.830 -1.724

Its calculated total energy is -8390.392 eV. The value obtained for the energy above the lowest of the compared OMol25 structures with the same formula, charge and spin is 51.4 kcal/mol. The calculation puts the largest force on an atom at 3.407 eV/A. The calculation puts the frontier orbital gap at 8.44 eV.